Entry 1:
Below is C19H48CuN5S2SbSi3 as an isolated structure, with properties calculated with wB97M-V/def2-TZVPD.

Expectation value of S²: 0.76
HOMO (spin up / spin down) in eV: -13.45 / -14.00
Charge: +2
Spin multiplicity: 2
Calculated total energy in Eh: -4571.77221

Each line ends with the Mulliken charge.
Atoms and positions in Å:
1 Sb 1.30 -0.29 0.29  -0.816
2 Cu -1.38 -0.25 0.27  -1.926
3 S -1.86 -1.08 -4.12  -0.094
4 S -3.01 -1.98 0.69  -0.148
5 Si 2.37 -2.63 0.51  0.499
6 Si 2.26 0.98 2.33  0.388
7 Si 2.07 1.08 -1.75  0.377
8 N -0.78 -2.55 -2.11  -0.231
9 N -2.10 0.72 -2.35  -0.911
10 N -1.53 -0.37 -1.71  2.511
11 N -2.97 1.18 0.37  0.094
12 N -1.40 0.08 2.33  2.850
13 C -2.25 1.24 2.70  -0.913
14 C -1.35 -1.39 -2.51  -0.090
15 C 1.31 -3.54 1.74  -1.032
16 C 4.11 -2.41 1.14  -1.084
17 C -1.66 2.36 -5.14  -0.979
18 C 3.84 1.59 -1.53  -1.147
19 C 1.87 0.05 -3.29  -0.716
20 C 4.11 1.14 2.19  -1.017
21 C 1.86 0.02 3.89  -1.130
22 C 1.43 2.65 2.35  -0.909
23 C -2.82 1.55 -4.55  -0.610
24 C -1.77 -1.17 3.03  -0.612
25 C -2.32 0.51 -3.60  0.203
26 C -4.34 -0.90 0.08  -0.659
27 C -4.29 0.54 0.56  -0.943
28 C 0.94 2.56 -1.78  -0.589
29 C -2.58 2.08 1.47  -0.781
30 C 2.36 -3.51 -1.14  -0.899
31 C -3.07 -1.77 2.50  -0.849
32 H 4.12 -2.07 2.17  0.279
33 H 4.49 0.75 -1.27  0.356
34 H -0.11 2.26 -1.85  -0.061
35 H 0.82 -0.08 -3.56  0.020
36 H -0.97 1.71 -5.68  0.331
37 H 1.67 3.23 1.45  0.302
38 H 4.63 -3.37 1.10  0.475
39 H -0.80 -3.35 -2.72  0.304
40 H 1.06 3.17 -0.88  0.275
41 H -3.22 -2.75 2.95  0.595
42 H -5.06 1.11 0.03  0.522
43 H 3.13 -4.29 -1.11  0.442
44 H 1.41 -4.01 -1.32  0.267
45 H -4.55 0.59 1.61  0.307
46 H -1.88 -0.99 4.11  0.515
47 H 2.58 -2.86 -1.98  0.209
48 H 2.16 -1.02 3.82  0.267
49 H -2.94 1.66 -0.53  0.304
50 H -3.37 2.80 1.71  0.437
51 H 0.28 -3.65 1.37  0.263
52 H 4.61 0.18 2.19  0.293
53 H 4.22 2.02 -2.46  0.452
54 H -5.31 -1.34 0.33  0.621
55 H 1.78 3.23 3.21  0.456
56 H -3.50 2.19 -4.00  0.264
57 H -3.40 1.07 -5.34  0.387
58 H 1.27 -3.03 2.71  0.259
59 H 4.46 1.70 3.06  0.411
60 H 0.35 2.58 2.42  0.065
61 H -4.24 -0.96 -1.00  0.274
62 H 2.36 0.56 -4.12  0.481
63 H 2.33 -0.93 -3.20  0.235
64 H -1.75 1.85 3.45  0.452
65 H 0.81 0.05 4.20  0.401
66 H 2.42 0.47 4.71  0.467
67 H -3.94 -1.17 2.75  0.375
68 H 4.41 1.69 1.30  0.244
69 H -2.04 3.10 -5.84  0.403
70 H -1.71 2.64 1.14  0.403
71 H -0.95 -1.87 2.90  0.120
72 H 3.95 2.35 -0.75  0.279
73 H -0.44 0.29 2.56  -1.267
74 H 4.68 -1.70 0.54  0.325
75 H -3.16 0.87 3.16  0.329
76 H 1.71 -4.54 1.91  0.489
77 H -1.11 2.87 -4.36  0.199
78 H -0.75 -2.73 -1.12  -0.104
79 H 1.17 3.20 -2.63  0.439

Entry 2:
Below is C4H8O in the gas phase in a non-equilibrium geometry, with properties calculated with wB97M-V/def2-TZVPD.

HOMO in eV: -9.86
SMILES string: C[C@@H]1C[C@@H]1O
Calculated total energy in Eh: -232.39198
ΔE to the lowest compared entry with this formula, charge and spin in eV: 1.4600

Each line ends with the Mulliken charge.
Atoms and positions in Å:
1 O 1.70 -0.62 -0.65  -0.548
2 C -0.47 1.34 -0.66  -1.232
3 C -0.14 -0.54 1.17  -0.901
4 C 0.39 -1.05 -0.20  -0.085
5 C -0.66 -0.01 -0.14  0.383
6 H 2.31 -0.69 0.17  0.321
7 H -0.66 -1.30 1.68  0.273
8 H 0.47 0.16 1.73  0.300
9 H 0.11 -2.09 -0.43  0.308
10 H -0.55 1.39 -1.76  0.290
11 H -1.64 -0.42 -0.40  0.291
12 H 0.44 1.84 -0.28  0.273
13 H -1.30 2.00 -0.22  0.327

Entry 3:
Below is C4H4O2 in the gas phase, with properties calculated with wB97M-V/def2-TZVPD.

HOMO in eV: -10.66
SMILES string: C#CC(=O)CO
Calculated total energy in Eh: -305.21212
ΔE to the lowest compared entry with this formula, charge and spin in eV: 1.8324

Each line ends with the Mulliken charge.
Atoms and positions in Å:
1 O 0.00 -1.73 -0.39  -0.542
2 O -2.25 -0.32 -0.24  -0.506
3 C 2.41 0.48 0.74  0.258
4 C 0.14 -0.54 -0.17  0.279
5 C -1.05 0.39 -0.30  -0.427
6 C 1.40 0.03 0.27  -0.381
7 H -1.01 1.16 0.49  0.302
8 H -2.00 -1.26 -0.31  0.364
9 H 3.31 0.87 1.17  0.403
10 H -0.94 0.92 -1.27  0.249